1.
{"formula": "C21H26N2O5S", "method": "ωB97M-V/def2-TZVPD", "orbital_gap_ev": 9.1724, "smiles": "COc1ccc(COCCN2CCN(S(=O)(=O)c3ccccc3)CCC2=O)cc1", "e_homo_ev": -8.65, "charge": 0, "symbols": ["C", "H", "O", "C", "C", "C", "C", "C", "C", "H", "H", "C", "O", "C", "C", "N", "C", "O", "C", "H", "H", "C", "N", "S", "O", "O", "C", "C", "C", "C", "C", "C", "H", "H", "H", "H", "H", "C", "H", "C", "H", "H", "H", "H", "H", "H", "H", "H", "H", "H", "H", "H", "H", "H", "H"], "positions_angstrom": [[3.039, 0.899, 2.594], [3.441, 0.156, 3.282], [1.711, 1.128, 3.019], [0.935, 1.961, 2.279], [-0.407, 2.049, 2.654], [-1.291, 2.816, 1.923], [-0.862, 3.524, 0.807], [0.482, 3.470, 0.466], [1.380, 2.704, 1.188], [2.412, 2.671, 0.879], [0.832, 4.027, -0.391], [-1.826, 4.257, -0.092], [-2.072, 3.527, -1.286], [-3.023, 2.490, -1.157], [-2.948, 1.596, -2.397], [-2.026, 0.486, -2.256], [-2.480, -0.774, -2.446], [-3.643, -1.012, -2.717], [-1.460, -1.893, -2.310], [-0.599, -1.722, -2.959], [-1.963, -2.805, -2.633], [-0.969, -2.091, -0.871], [0.023, -1.144, -0.422], [1.593, -1.500, -0.883], [1.689, -1.846, -2.276], [2.422, -0.429, -0.405], [1.902, -2.954, 0.111], [1.812, -2.831, 1.484], [2.055, -3.941, 2.276], [2.384, -5.153, 1.685], [2.473, -5.262, 0.307], [2.231, -4.153, -0.489], [2.294, -4.196, -1.565], [2.732, -6.206, -0.147], [2.573, -6.017, 2.305], [1.988, -3.864, 3.350], [1.555, -1.874, 1.909], [-0.325, 0.255, -0.467], [0.549, 0.785, -0.092], [-0.665, 0.784, -1.866], [-0.561, 1.870, -1.865], [0.051, 0.367, -2.582], [-1.160, 0.421, 0.219], [-0.505, -3.077, -0.782], [-1.817, -2.047, -0.179], [-2.644, 2.223, -3.242], [-3.925, 1.156, -2.607], [-4.029, 2.929, -1.078], [-2.836, 1.898, -0.251], [-2.771, 4.464, 0.427], [-1.391, 5.203, -0.427], [-2.328, 2.863, 2.225], [-0.737, 1.490, 3.516], [3.641, 1.811, 2.662], [3.069, 0.509, 1.572]], "lowdin_charge": [-0.0791, 0.0948, -0.0817, -0.2874, -0.0019, -0.0444, -0.2175, -0.0315, -0.0248, 0.1130, 0.1248, -0.1627, -0.1539, -0.1849, -0.0972, -0.0485, -0.4559, 0.0502, -0.0627, 0.1077, 0.1270, -0.1699, -0.2323, 0.6912, -0.2787, -0.2848, -0.2826, -0.0525, -0.0622, -0.0725, -0.0656, -0.0554, 0.1140, 0.1074, 0.1058, 0.1076, 0.1119, -0.1623, 0.0888, -0.0940, 0.1214, 0.1301, 0.1306, 0.1170, 0.1413, 0.1389, 0.1216, 0.1297, 0.1177, 0.1264, 0.1293, 0.1164, 0.1190, 0.0962, 0.0669]}

=====

2.
{"formula": "C21H26N2O6S", "method": "ωB97M-V/def2-TZVPD", "orbital_gap_ev": 9.0152, "smiles": "COc1ccc(COC(=O)NC2CCN(S(=O)(=O)c3ccc(OC)cc3)CC2)cc1", "e_homo_ev": -8.36, "charge": 0, "symbols": ["C", "H", "O", "C", "C", "C", "C", "C", "C", "H", "H", "C", "H", "H", "O", "C", "O", "N", "H", "C", "C", "C", "N", "S", "O", "O", "C", "C", "C", "C", "C", "C", "H", "H", "O", "C", "H", "H", "H", "H", "H", "C", "C", "H", "H", "H", "H", "H", "H", "H", "H", "H", "H", "H", "H", "H"], "positions_angstrom": [[-7.208, -4.077, 0.938], [-6.662, -3.940, 1.877], [-6.504, -3.537, -0.154], [-6.236, -2.201, -0.158], [-6.608, -1.308, 0.840], [-6.275, 0.031, 0.730], [-5.582, 0.507, -0.371], [-5.211, -0.391, -1.367], [-5.530, -1.727, -1.265], [-5.243, -2.430, -2.030], [-4.661, -0.031, -2.224], [-5.206, 1.960, -0.492], [-5.408, 2.481, 0.449], [-5.753, 2.441, -1.307], [-3.831, 2.124, -0.838], [-2.950, 1.854, 0.155], [-3.257, 1.563, 1.284], [-1.686, 1.990, -0.301], [-1.553, 2.190, -1.279], [-0.524, 1.688, 0.504], [0.474, 2.847, 0.476], [1.696, 2.494, 1.324], [2.319, 1.265, 0.883], [3.276, 1.411, -0.496], [3.979, 2.655, -0.385], [2.539, 1.167, -1.709], [4.407, 0.057, -0.231], [4.436, -1.013, -1.100], [5.314, -2.062, -0.880], [6.166, -2.030, 0.222], [6.125, -0.935, 1.094], [5.250, 0.103, 0.867], [5.206, 0.959, 1.521], [6.797, -0.931, 1.938], [7.060, -2.996, 0.536], [7.171, -4.124, -0.302], [7.946, -4.744, 0.143], [7.470, -3.842, -1.316], [6.234, -4.688, -0.341], [5.326, -2.890, -1.570], [3.771, -1.011, -1.949], [1.416, 0.136, 0.849], [0.163, 0.409, 0.014], [-0.523, -0.436, 0.087], [0.461, 0.538, -1.027], [1.972, -0.710, 0.439], [1.137, -0.097, 1.883], [2.456, 3.272, 1.247], [1.411, 2.369, 2.374], [0.006, 3.757, 0.852], [0.802, 3.017, -0.552], [-0.900, 1.541, 1.524], [-6.556, 0.712, 1.520], [-7.149, -1.641, 1.712], [-8.207, -3.637, 1.031], [-7.303, -5.142, 0.730]], "lowdin_charge": [-0.0936, 0.0951, -0.0865, -0.2771, -0.0154, -0.0266, -0.2161, -0.0234, 0.0018, 0.1167, 0.1191, -0.1262, 0.1272, 0.1344, 0.0018, -0.5629, 0.1066, 0.1226, 0.1582, -0.3092, -0.1120, -0.1916, -0.2370, 0.6841, -0.2781, -0.2908, -0.2934, -0.0512, -0.0039, -0.2676, 0.0168, -0.0451, 0.1202, 0.1220, -0.0740, -0.0803, 0.0946, 0.0974, 0.0968, 0.1057, 0.1163, -0.1855, -0.1156, 0.1255, 0.1026, 0.1168, 0.1338, 0.1123, 0.1329, 0.1239, 0.1183, 0.1534, 0.1180, 0.1016, 0.0948, 0.0918]}

=====

3.
{"formula": "C21H26N2O6S2", "method": "ωB97M-V/def2-TZVPD", "orbital_gap_ev": 9.5611, "smiles": "CCOC(=O)[C@H]1CN(S(=O)(=O)c2ccc(C)cc2)CCN1S(=O)(=O)c1ccc(C)cc1", "e_homo_ev": -9.00, "charge": 0, "symbols": ["C", "C", "H", "H", "O", "C", "O", "C", "N", "S", "O", "O", "C", "C", "C", "C", "C", "C", "H", "H", "C", "H", "H", "H", "H", "H", "C", "C", "N", "S", "O", "O", "C", "C", "C", "C", "C", "C", "H", "H", "C", "H", "H", "H", "H", "H", "C", "H", "H", "H", "H", "H", "H", "H", "H", "H", "H"], "positions_angstrom": [[-2.226, -3.132, -0.006], [-0.823, -2.550, -0.004], [-0.245, -2.928, 0.844], [-0.292, -2.762, -0.934], [-0.829, -1.117, 0.073], [-0.882, -0.575, 1.282], [-1.093, -1.180, 2.300], [-0.590, 0.930, 1.274], [-0.973, 1.656, 0.094], [-2.538, 2.203, 0.015], [-2.620, 3.041, -1.146], [-2.839, 2.765, 1.299], [-3.566, 0.764, -0.228], [-3.791, 0.301, -1.508], [-4.604, -0.805, -1.694], [-5.188, -1.447, -0.607], [-4.938, -0.964, 0.675], [-4.128, 0.139, 0.869], [-3.938, 0.537, 1.853], [-5.387, -1.457, 1.525], [-6.065, -2.645, -0.797], [-6.231, -2.847, -1.851], [-5.605, -3.522, -0.343], [-7.028, -2.489, -0.314], [-4.791, -1.169, -2.694], [-3.346, 0.824, -2.339], [-0.222, 1.449, -1.121], [1.261, 1.680, -0.822], [1.689, 0.880, 0.305], [2.145, -0.700, -0.048], [1.665, -1.108, -1.339], [1.861, -1.521, 1.092], [3.911, -0.459, -0.160], [4.641, -0.330, 1.006], [6.002, -0.100, 0.933], [6.640, 0.007, -0.301], [5.886, -0.128, -1.461], [4.522, -0.361, -1.394], [3.924, -0.481, -2.284], [6.369, -0.052, -2.424], [8.117, 0.237, -0.369], [8.438, 0.922, 0.412], [8.644, -0.706, -0.223], [8.406, 0.641, -1.336], [6.580, -0.001, 1.840], [4.133, -0.426, 1.952], [0.927, 1.114, 1.504], [1.117, 2.140, 1.832], [1.272, 0.411, 2.263], [1.441, 2.731, -0.577], [1.868, 1.392, -1.679], [-0.352, 0.435, -1.516], [-0.596, 2.181, -1.838], [-1.140, 1.376, 2.109], [-2.799, -2.736, -0.840], [-2.162, -4.213, -0.096], [-2.733, -2.883, 0.922]], "lowdin_charge": [-0.0450, -0.1964, 0.1210, 0.1212, -0.0334, -0.4862, 0.1359, -0.1948, -0.1799, 0.6849, -0.2773, -0.2734, -0.2666, -0.0442, -0.0367, -0.2872, -0.0325, -0.0465, 0.1198, 0.1227, -0.0414, 0.0769, 0.0832, 0.0847, 0.1153, 0.1165, -0.1569, -0.1497, -0.2106, 0.7062, -0.2694, -0.2546, -0.2699, -0.0490, -0.0279, -0.2696, -0.0293, -0.0511, 0.1112, 0.1142, -0.0474, 0.0802, 0.0879, 0.0768, 0.1165, 0.1153, -0.1103, 0.1422, 0.1295, 0.1374, 0.1208, 0.1160, 0.1215, 0.1536, 0.0670, 0.0827, 0.0758]}

=====

4.
{"formula": "C21H26N2O8S2", "method": "ωB97M-V/def2-TZVPD", "orbital_gap_ev": 8.5590, "smiles": "CC(C)(CO)NS(=O)(=O)c1ccc2c(c1)oc(=O)c1cc(S(=O)(=O)NC(C)(C)CO)ccc12", "e_homo_ev": -9.37, "charge": 0, "symbols": ["C", "H", "H", "H", "C", "N", "S", "O", "O", "C", "C", "C", "C", "C", "C", "H", "H", "C", "C", "C", "C", "C", "C", "C", "O", "O", "H", "S", "O", "O", "N", "H", "C", "C", "H", "H", "H", "C", "H", "H", "H", "C", "O", "H", "H", "H", "H", "H", "H", "H", "C", "H", "H", "H", "C", "O", "H", "H", "H"], "positions_angstrom": [[0.191, -3.538, 3.674], [0.862, -4.373, 3.485], [-0.819, -3.831, 3.405], [0.482, -2.696, 3.047], [0.231, -3.160, 5.155], [-0.593, -1.975, 5.343], [-2.136, -1.851, 4.765], [-2.810, -0.906, 5.603], [-2.749, -3.130, 4.539], [-1.879, -1.075, 3.164], [-0.897, -0.124, 3.019], [-0.736, 0.504, 1.785], [-1.573, 0.188, 0.701], [-2.559, -0.787, 0.891], [-2.711, -1.414, 2.109], [-3.462, -2.171, 2.266], [-3.212, -1.053, 0.076], [-1.368, 0.907, -0.547], [-2.138, 0.703, -1.697], [-1.896, 1.430, -2.844], [-0.882, 2.376, -2.864], [-0.108, 2.604, -1.751], [-0.340, 1.866, -0.591], [0.534, 2.114, 0.569], [1.461, 2.878, 0.569], [0.268, 1.413, 1.701], [0.680, 3.340, -1.765], [-0.581, 3.332, -4.349], [-0.878, 4.704, -4.080], [-1.280, 2.685, -5.433], [1.061, 3.242, -4.509], [1.445, 4.163, -4.651], [1.769, 2.189, -5.241], [3.250, 2.321, -4.871], [3.836, 1.577, -5.403], [3.620, 3.308, -5.139], [3.384, 2.179, -3.802], [1.581, 2.338, -6.753], [2.026, 1.491, -7.266], [2.055, 3.253, -7.100], [0.524, 2.379, -7.001], [1.260, 0.819, -4.747], [0.096, 0.339, -5.353], [-0.533, 1.073, -5.475], [1.136, 0.881, -3.653], [2.026, 0.065, -4.955], [-2.479, 1.274, -3.739], [-2.931, -0.026, -1.697], [-0.249, 0.134, 3.840], [-0.497, -1.535, 6.244], [-0.268, -4.328, 6.010], [-1.290, -4.566, 5.727], [-0.250, -4.063, 7.065], [0.358, -5.204, 5.860], [1.668, -2.779, 5.584], [2.127, -1.585, 5.014], [2.138, -1.677, 4.055], [2.342, -3.615, 5.349], [1.694, -2.610, 6.663]], "lowdin_charge": [-0.0254, 0.0957, 0.0765, 0.0793, -0.5717, -0.0777, 0.6550, -0.2701, -0.2883, -0.2592, 0.0345, -0.1573, -0.0755, 0.0117, -0.0396, 0.1179, 0.1108, -0.0762, 0.0213, -0.0190, -0.2564, 0.0265, -0.0410, -0.3889, 0.1462, 0.1434, 0.1350, 0.6801, -0.2625, -0.2896, -0.0754, 0.1210, -0.5651, -0.0288, 0.0905, 0.0856, 0.0896, -0.0193, 0.0958, 0.0885, 0.0723, -0.2226, -0.0560, 0.0304, 0.1195, 0.1319, 0.1231, 0.1114, 0.1332, 0.1277, -0.0259, 0.0732, 0.0884, 0.0892, -0.2175, -0.0417, 0.0843, 0.1324, 0.1290]}

=====

5.
{"formula": "C21H26N4O3S", "method": "ωB97M-V/def2-TZVPD", "orbital_gap_ev": 8.2838, "smiles": "COCCn1c(SCC(=O)N2CCCCCC2)nc2c([nH]c3ccccc32)c1=O", "e_homo_ev": -7.98, "charge": 0, "symbols": ["C", "H", "O", "C", "C", "N", "C", "N", "C", "C", "N", "C", "C", "C", "C", "C", "C", "H", "H", "H", "H", "H", "C", "O", "S", "C", "H", "C", "O", "N", "C", "C", "H", "C", "C", "C", "C", "H", "H", "H", "H", "H", "H", "H", "H", "H", "H", "H", "H", "H", "H", "H", "H", "H", "H"], "positions_angstrom": [[3.199, -4.532, -3.082], [2.915, -5.516, -3.448], [2.008, -3.808, -2.916], [2.222, -2.504, -2.440], [0.856, -1.825, -2.311], [0.971, -0.495, -1.751], [0.988, -0.288, -0.402], [1.091, 0.864, 0.179], [1.199, 1.942, -0.634], [1.206, 1.829, -2.022], [1.329, 3.072, -2.582], [1.397, 3.996, -1.578], [1.524, 5.379, -1.647], [1.568, 6.078, -0.461], [1.489, 5.430, 0.776], [1.364, 4.062, 0.858], [1.318, 3.329, -0.327], [1.304, 3.556, 1.810], [1.529, 6.020, 1.679], [1.667, 7.153, -0.483], [1.585, 5.883, -2.599], [1.360, 3.250, -3.571], [1.100, 0.563, -2.678], [1.103, 0.354, -3.877], [0.842, -1.712, 0.620], [0.890, -0.993, 2.298], [1.709, -1.492, 2.816], [-0.386, -1.315, 3.068], [-0.357, -2.175, 3.929], [-1.515, -0.640, 2.772], [-1.659, 0.429, 1.816], [-2.647, 0.099, 0.677], [-3.618, 0.554, 0.884], [-2.861, -1.396, 0.431], [-3.877, -2.025, 1.388], [-3.329, -2.299, 2.786], [-2.728, -1.062, 3.451], [-3.435, -0.231, 3.443], [-2.466, -1.305, 4.485], [-4.132, -2.682, 3.417], [-2.551, -3.064, 2.736], [-4.215, -2.974, 0.965], [-4.749, -1.370, 1.460], [-1.912, -1.931, 0.500], [-3.233, -1.518, -0.589], [-2.266, 0.562, -0.236], [-0.689, 0.674, 1.392], [-2.013, 1.320, 2.350], [1.102, 0.068, 2.180], [0.205, -2.439, -1.687], [0.420, -1.724, -3.307], [2.853, -1.934, -3.139], [2.725, -2.531, -1.460], [3.737, -4.637, -2.131], [3.862, -4.048, -3.809]], "lowdin_charge": [-0.1102, 0.0895, -0.1791, -0.2209, -0.1425, 0.0166, -0.5513, 0.0885, -0.1470, -0.0964, 0.1543, -0.1891, -0.0168, -0.0875, -0.0946, -0.0170, -0.0939, 0.1122, 0.0992, 0.1018, 0.1093, 0.1690, -0.3548, 0.0760, 1.0572, -0.3103, 0.0862, -0.5288, 0.0517, -0.0681, -0.1486, -0.1565, 0.1058, -0.2047, -0.2020, -0.1703, -0.1375, 0.1294, 0.1235, 0.1125, 0.1140, 0.1076, 0.1094, 0.0722, 0.1090, 0.1042, 0.0722, 0.1274, 0.0690, 0.0983, 0.1351, 0.1350, 0.1113, 0.0901, 0.0902]}

=====

6.
{"formula": "C21H26N4O4S2", "method": "ωB97M-V/def2-TZVPD", "orbital_gap_ev": 9.5200, "smiles": "N#CCCN(Cc1cccnc1)S(=O)(=O)c1ccc(S(=O)(=O)N2CCCCCC2)cc1", "e_homo_ev": -9.42, "charge": 0, "symbols": ["N", "C", "C", "H", "H", "C", "N", "S", "O", "O", "C", "C", "C", "C", "C", "C", "H", "H", "S", "O", "O", "N", "C", "H", "C", "H", "C", "C", "C", "H", "C", "H", "H", "H", "H", "H", "H", "H", "H", "H", "H", "H", "C", "C", "C", "N", "C", "C", "C", "H", "H", "H", "H", "H", "H", "H", "H"], "positions_angstrom": [[-0.818, -1.495, 0.417], [0.262, -1.834, 0.581], [1.614, -2.269, 0.792], [1.942, -2.822, -0.092], [1.631, -2.946, 1.651], [2.567, -1.088, 1.059], [2.655, -0.195, -0.065], [2.371, 1.431, 0.252], [2.965, 2.186, -0.809], [2.724, 1.726, 1.610], [0.590, 1.488, 0.096], [0.038, 1.352, -1.164], [-1.340, 1.346, -1.297], [-2.129, 1.475, -0.169], [-1.574, 1.634, 1.087], [-0.195, 1.641, 1.222], [0.285, 1.770, 2.179], [-2.223, 1.769, 1.936], [-3.924, 1.358, -0.329], [-4.268, 1.670, -1.684], [-4.516, 2.119, 0.730], [-4.272, -0.237, -0.067], [-3.856, -1.149, -1.108], [-3.034, -1.769, -0.734], [-5.004, -2.030, -1.623], [-4.565, -2.931, -2.056], [-6.026, -2.412, -0.552], [-5.411, -2.844, 0.781], [-5.206, -1.663, 1.728], [-4.948, -2.031, 2.724], [-4.100, -0.702, 1.290], [-3.118, -1.184, 1.398], [-4.135, 0.183, 1.927], [-6.143, -1.109, 1.805], [-4.463, -3.358, 0.611], [-6.086, -3.551, 1.269], [-6.642, -3.220, -0.951], [-6.680, -1.559, -0.370], [-5.531, -1.500, -2.418], [-3.481, -0.548, -1.937], [-1.815, 1.262, -2.262], [0.692, 1.265, -2.018], [3.562, -0.534, -1.139], [4.988, -0.735, -0.698], [5.565, 0.090, 0.267], [6.810, -0.042, 0.683], [7.556, -0.995, 0.152], [7.091, -1.872, -0.816], [5.780, -1.739, -1.242], [5.376, -2.403, -1.994], [7.732, -2.638, -1.223], [8.570, -1.057, 0.525], [4.991, 0.886, 0.723], [3.522, 0.310, -1.832], [3.195, -1.428, -1.658], [2.210, -0.499, 1.906], [3.555, -1.491, 1.316]], "lowdin_charge": [0.2256, -0.1798, -0.1293, 0.1232, 0.1310, -0.1885, -0.2330, 0.6791, -0.2637, -0.2793, -0.2741, -0.0425, -0.0414, -0.2458, -0.0434, -0.0425, 0.1172, 0.1168, 0.6634, -0.2765, -0.2777, -0.2195, -0.2107, 0.0930, -0.1673, 0.1110, -0.2034, -0.2001, -0.1745, 0.1120, -0.2168, 0.0979, 0.1061, 0.1165, 0.1134, 0.1065, 0.1065, 0.1102, 0.1103, 0.1032, 0.1156, 0.1203, -0.1518, -0.1922, -0.0915, 0.0749, -0.1497, -0.0583, -0.0276, 0.1134, 0.1012, 0.1040, 0.1045, 0.1227, 0.1273, 0.1219, 0.1322]}